1.
{"formula": "C3H7NOSi", "method": "ωB97M-V/def2-TZVPD", "de_lowest_ev": 2.5402, "gap_ev": 11.0, "total_energy_ev": -14637.112, "charge": 0, "species": ["C", "C", "C", "N", "O", "Si", "H", "H", "H", "H", "H", "H", "H"], "xyz": [[-2.1576, 2.8429, -0.4013], [1.9220, -1.0123, -1.1860], [0.8707, -0.7030, -0.4151], [-2.0865, 1.6897, -0.1759], [-2.1545, 4.0019, -0.3691], [0.1821, -1.1949, 1.3006], [2.8331, -1.5111, -0.7259], [1.9456, -0.6908, -2.2611], [0.0456, -0.1113, -0.7217], [-1.7411, 0.6801, -0.3327], [1.0988, -2.3732, 1.7430], [-1.2159, -1.3391, 1.2681], [0.4575, -0.2790, 2.2771]], "mulliken_charge": [0.424, -0.541, -0.187, -0.336, -0.428, 0.605, 0.245, 0.245, 0.003, 0.394, -0.134, -0.155, -0.134]}

---

2.
{"formula": "C3H7NS", "method": "ωB97M-V/def2-TZVPD", "de_lowest_ev": 0.3804, "gap_ev": 8.9, "total_energy_ev": -15549.265, "charge": 0, "species": ["C", "C", "C", "H", "H", "H", "H", "H", "H", "H", "N", "S"], "xyz": [[-0.1411, 1.0156, 1.0597], [0.0569, -0.2027, -1.1174], [0.1391, -1.5164, -0.2828], [-0.3125, 2.0650, 1.4246], [0.9928, 0.8387, 1.2823], [-0.7675, 0.3226, 1.6881], [-0.3218, 1.8187, -0.7616], [-0.7157, -1.5531, 0.3731], [0.3389, -2.3124, -0.9606], [0.9536, -1.3631, 0.4537], [-0.2947, 0.9056, -0.3740], [0.0719, -0.0185, -2.7853]], "mulliken_charge": [-0.834, 0.324, -0.980, 0.308, 0.286, 0.224, 0.258, 0.318, 0.310, 0.290, -0.165, -0.339]}

---

3.
{"formula": "C3H7NS", "method": "ωB97M-V/def2-TZVPD", "de_lowest_ev": 1.0186, "gap_ev": 9.5, "total_energy_ev": -15548.627, "charge": 0, "species": ["C", "C", "C", "H", "H", "H", "H", "H", "H", "H", "N", "S"], "xyz": [[-1.4146, -0.8442, 0.0706], [-0.1087, -0.1717, -0.1381], [-0.0418, 1.4072, -0.0514], [-1.3512, -1.8539, -0.4220], [-1.4372, -1.1662, 1.1880], [-2.4012, -0.4347, -0.1752], [-0.0786, 1.6135, 1.0017], [0.9632, 1.6745, -0.4902], [-0.8648, 1.9727, -0.4832], [3.3009, -1.1327, -0.4131], [0.9589, -0.9018, -0.1812], [2.4751, -0.1627, 0.0941]], "mulliken_charge": [-1.008, 0.821, -1.187, 0.312, 0.224, 0.336, 0.323, 0.357, 0.339, 0.149, -0.466, -0.200]}

---

4.
{"formula": "C3H7NS2", "method": "ωB97M-V/def2-TZVPD", "de_lowest_ev": 0.8902, "gap_ev": 9.8, "total_energy_ev": -26384.285, "charge": 0, "species": ["C", "C", "C", "H", "H", "H", "H", "H", "H", "H", "N", "S", "S"], "xyz": [[0.6334, 2.2971, -0.1796], [-0.0128, 0.9405, 0.1285], [0.8242, -0.0560, 0.8755], [0.9269, 2.8094, 0.7484], [1.5894, 2.1210, -0.7068], [0.0174, 2.9464, -0.8208], [1.6243, 0.3300, 1.5346], [0.1771, -0.7262, 1.4856], [0.7525, -1.6045, -0.9571], [-2.9978, -0.3515, -0.6473], [-1.1800, 0.7762, -0.2921], [1.7925, -1.1160, -0.2753], [-1.9486, -0.7620, 0.0541]], "mulliken_charge": [-1.041, 0.916, -0.930, 0.275, 0.282, 0.319, 0.300, 0.409, 0.140, 0.168, -0.494, -0.157, -0.187]}

---

5.
{"formula": "C3H7NS2", "method": "ωB97M-V/def2-TZVPD", "de_lowest_ev": 1.0397, "gap_ev": 9.0, "total_energy_ev": -26384.136, "charge": 0, "species": ["C", "C", "C", "H", "H", "H", "H", "H", "H", "H", "N", "S", "S"], "xyz": [[-1.4874, 1.6148, 0.0273], [0.6872, 0.3681, -0.0090], [1.4391, 1.6955, 0.0113], [-0.8909, 2.4771, -0.3039], [-2.4051, 1.6599, -0.5960], [-1.7561, 1.7272, 1.0678], [-0.3834, -1.8550, -0.1174], [1.1496, 2.2797, 0.8954], [2.5058, 1.3974, 0.1399], [1.2546, 2.3677, -0.8786], [-0.6667, 0.3993, -0.1196], [-1.5203, -1.1118, 0.0251], [1.6053, -1.0707, 0.0032]], "mulliken_charge": [-0.882, 0.660, -1.186, 0.329, 0.291, 0.342, 0.128, 0.351, 0.311, 0.304, -0.046, -0.150, -0.453]}

---

6.
{"formula": "C3H7NSi", "method": "ωB97M-V/def2-TZVPD", "de_lowest_ev": 6.0760, "gap_ev": 8.3, "total_energy_ev": -12585.643, "charge": 0, "species": ["C", "C", "C", "N", "Si", "H", "H", "H", "H", "H", "H", "H"], "xyz": [[0.2583, -0.6249, 1.3291], [0.4142, -0.3086, 0.1710], [-2.6264, -0.4509, 0.2152], [-1.8974, 0.3519, -0.4628], [2.2966, 0.0976, -0.5162], [-0.1154, -0.7279, 2.3550], [-0.9858, 0.0688, -0.4177], [-3.6442, 0.0257, 0.2907], [-2.3098, 1.2563, -0.8347], [2.5757, 1.2713, -1.2810], [2.8461, -0.9658, -1.4897], [3.1881, 0.0066, 0.6411]], "mulliken_charge": [-0.457, -0.240, -0.623, -0.206, 0.448, 0.319, 0.686, 0.132, 0.248, -0.113, -0.083, -0.111]}

---

7.
{"formula": "C3H7O", "method": "ωB97M-V/def2-TZVPD", "de_lowest_ev": 1.0611, "gap_ev": 6.1, "total_energy_ev": -5270.628, "charge": -1, "species": ["O", "H", "C", "C", "C", "H", "H", "H", "H", "H", "H"], "xyz": [[1.2020, -2.1263, -0.3455], [0.9380, -1.2331, -0.6491], [0.0777, 0.8680, 1.2853], [-0.7340, 0.5152, 0.2105], [-0.4276, 0.4966, -1.1422], [-0.3291, 1.1337, 2.2519], [0.4928, -2.2298, 0.2889], [1.1013, 1.1714, 1.0726], [-1.6677, -0.0082, 0.4569], [-1.1378, 0.4094, -1.9554], [0.4843, 1.0031, -1.4738]], "mulliken_charge": [-0.794, 0.343, -0.799, -0.001, -1.259, 0.233, 0.325, 0.191, 0.257, 0.208, 0.295]}

---

8.
{"formula": "C3H7O", "method": "ωB97M-V/def2-TZVPD", "de_lowest_ev": 2.2756, "multiplicity": 2, "gap_ev": [10.8, 8.2], "total_energy_ev": -5267.596, "charge": 0, "species": ["C", "O", "H", "H", "H", "C", "C", "H", "H", "H", "H"], "xyz": [[-1.5826, -2.4456, 2.9303], [-1.9028, -3.7195, 3.0316], [-0.5187, -2.3716, 2.6019], [-2.1704, -1.8543, 2.2027], [-1.6617, -1.6663, 3.9302], [0.3504, -0.0221, 4.2828], [-0.9443, 0.0404, 4.7156], [0.5767, -0.0157, 3.2137], [1.1181, -0.5097, 4.8883], [-1.6791, 0.5850, 4.1115], [-1.1481, 0.0438, 5.7905]], "mulliken_charge": [-0.164, -0.365, 0.164, 0.263, 0.091, -0.420, -0.738, 0.276, 0.249, 0.350, 0.294]}

---

9.
{"formula": "C3H7O2", "method": "ωB97M-V/def2-TZVPD", "de_lowest_ev": 1.9215, "gap_ev": 7.1, "total_energy_ev": -7319.030, "charge": -1, "species": ["C", "O", "H", "H", "H", "O", "C", "C", "H", "H", "H", "H"], "xyz": [[0.2451, -1.6521, 0.7512], [0.1874, -0.5676, 1.6609], [1.0349, -1.4963, -0.0126], [0.4222, -2.5658, 1.3124], [-0.6985, -1.7213, 0.2081], [-0.1242, -0.2236, -1.7405], [0.1773, 0.9316, -1.2693], [-0.5989, 1.6178, -0.3339], [1.1421, 1.3978, -1.5946], [-1.6271, 1.3555, -0.1048], [-0.2405, 2.6212, -0.0157], [0.0804, 0.3029, 1.1389]], "mulliken_charge": [-0.526, -0.638, 0.209, 0.245, 0.234, -0.715, 0.100, -1.042, 0.250, 0.317, 0.282, 0.285]}

---

10.
{"formula": "C3H7O2", "method": "ωB97M-V/def2-TZVPD", "de_lowest_ev": 6.0843, "gap_ev": 6.2, "total_energy_ev": -7314.867, "charge": -1, "species": ["C", "C", "O", "C", "O", "H", "H", "H", "H", "H", "H", "H"], "xyz": [[-0.1621, -0.4670, -0.1186], [1.0684, 0.4401, 0.0964], [2.4856, -0.5809, 0.1220], [-1.5916, 0.1235, -0.0990], [-2.4409, -0.6903, 0.5651], [-0.0912, -1.3189, 0.5765], [0.0509, -0.9737, -1.0651], [1.4685, 0.7360, -0.8664], [0.8212, 1.3497, 0.6588], [1.8792, -0.0372, 0.9137], [-1.5690, 1.1291, 0.3930], [-1.9189, 0.2896, -1.1764]], "mulliken_charge": [-0.369, -0.444, -0.540, -0.252, -0.901, 0.258, 0.225, 0.171, 0.420, 0.209, 0.124, 0.097]}

---

11.
{"formula": "C3H7O2PS2", "method": "ωB97M-V/def2-TZVPD", "de_lowest_ev": 0.0000, "gap_ev": 9.8, "total_energy_ev": -38278.667, "charge": 0, "species": ["C", "C", "C", "O", "O", "P", "S", "S", "H", "H", "H", "H", "H", "H", "H"], "xyz": [[-1.9763, 0.0957, -0.3435], [-2.2993, 1.4880, -0.6787], [2.1630, -2.0439, 0.8328], [-0.9723, -0.5593, -0.0959], [1.2502, 1.5053, -1.4829], [1.6017, 0.7528, -0.2643], [1.5704, 1.2913, 1.5816], [2.1776, -1.1543, -0.7358], [-2.9805, -0.5920, -0.2601], [-3.0477, 1.9519, -0.1174], [-2.8218, 1.5545, -1.6485], [-1.4258, 2.1233, -0.5332], [3.1893, -2.3965, 1.0805], [1.4297, -2.7188, 0.9150], [2.1418, -1.2981, 1.7505]], "mulliken_charge": [0.310, -0.957, -0.713, -0.405, -0.571, 0.813, -0.330, -0.063, 0.206, 0.361, 0.289, 0.239, 0.328, 0.313, 0.180]}

---

12.
{"formula": "C3H7O2S", "method": "ωB97M-V/def2-TZVPD", "de_lowest_ev": 4.2573, "gap_ev": 7.5, "total_energy_ev": -18152.357, "charge": -1, "species": ["C", "C", "C", "O", "O", "S", "H", "H", "H", "H", "H", "H", "H"], "xyz": [[0.2141, 1.5198, 0.1604], [1.4027, 0.9675, 0.1659], [-0.9706, -0.9362, -0.6545], [1.2206, -1.7522, 0.6728], [-2.4245, 1.1586, 0.0778], [-1.2446, 0.3612, 0.5159], [-0.1347, 2.5930, -0.1512], [1.5680, -0.1215, 0.2230], [0.8114, -1.5099, 1.5184], [2.1506, 1.5677, -0.2407], [-1.6827, -1.7323, -0.4766], [-0.9836, -0.7039, -1.6510], [0.0733, -1.4118, -0.1602]], "mulliken_charge": [-0.259, -0.747, -1.012, -1.032, -0.694, 0.335, 0.298, 0.528, 0.229, 0.246, 0.261, 0.313, 0.532]}